Entry 1:
Computed, not measured: 2 unconnected molecules or ions with the total composition C5H10NO at a distorted geometry, with ωB97M-V/def2-TZVPD.

## Properties
Charge = +1
Energy above the lowest of the compared OMol25 structures with the same formula, charge and spin = 4.501 eV
Spin multiplicity = 1
Molecular weight = 100.1 g/mol
Frontier orbital gap = 0.3595 hartree

```
17
C5H10NO, DFT ωB97M-V/def2-TZVPD
C -2.95 0.15 0.24
C -1.85 -0.07 -0.36
C 1.05 0.58 1.61
C -0.78 -0.09 -1.13
C 1.12 -0.52 0.92
N 2.01 -0.61 -0.26
O 0.14 0.96 -1.38
H -3.95 0.39 -0.21
H 1.79 1.39 1.25
H 0.40 0.56 2.42
H -3.09 -0.19 1.28
H -0.49 -1.03 -1.68
H 0.40 -1.39 0.76
H 2.67 -1.48 -0.36
H 2.50 0.22 -0.48
H 1.40 -0.67 -1.06
H -0.36 1.80 -1.56
```

---

Entry 2:
Computed, not measured: a gas-phase ion, C5H10NO (charge +1) at a distorted geometry, with ωB97M-V/def2-TZVPD.

## Properties
Charge = +1
Energy above the lowest of the compared OMol25 structures with the same formula, charge and spin = 3.693 eV
Structure (SMILES) = C=C([NH3+])CCC=O
Spin multiplicity = 1
Molecular weight = 100.1 g/mol
Frontier orbital gap = 0.3614 hartree

```
17
C5H10NO, DFT ωB97M-V/def2-TZVPD
C 0.19 0.02 -2.11
C -0.25 -0.26 -0.85
N -1.56 0.25 -0.56
C 0.22 -1.12 0.40
C 0.81 -0.30 1.65
C 1.01 1.18 1.26
O 0.07 1.96 0.96
H -0.47 -0.14 -2.97
H 1.17 0.35 -2.52
H -1.52 0.44 0.44
H -2.30 -0.45 -0.82
H -1.72 1.03 -1.17
H 1.01 -1.90 0.22
H -0.67 -1.66 0.73
H 0.16 -0.32 2.52
H 1.85 -0.68 1.65
H 1.99 1.61 1.17
```

---

Entry 3:
Computed, not measured: 2 unconnected molecules or ions with the total composition C5H10NO at a distorted geometry, with ωB97M-V/def2-TZVPD.

## Properties
Charge = +1
Energy above the lowest of the compared OMol25 structures with the same formula, charge and spin = 7.167 eV
Spin multiplicity = 1
Molecular weight = 100.1 g/mol
Frontier orbital gap (alpha / beta) = 0.2626 / 0.2569 hartree

```
17
C5H10NO, DFT ωB97M-V/def2-TZVPD
C -0.97 0.04 0.99
C -1.44 -0.40 2.13
C 0.73 -1.74 -0.23
C 0.45 -1.24 -2.52
C 0.35 1.87 0.14
N -0.82 1.01 0.23
O 0.10 -1.85 -1.37
H -1.92 0.16 2.83
H -1.29 -1.34 2.61
H 1.54 -1.04 0.00
H 0.32 -2.36 0.54
H -0.24 -1.43 -3.30
H 1.22 -0.41 -2.37
H 1.27 1.25 -0.08
H 0.00 2.76 -0.46
H 0.70 2.32 1.13
H -1.36 1.11 -0.59
```

---

Entry 4:
Computed, not measured: a gas-phase ion, C5H10NO (charge +1) at a distorted geometry, with ωB97M-V/def2-TZVPD.

## Properties
Charge = +1
Energy above the lowest of the compared OMol25 structures with the same formula, charge and spin = 5.266 eV
Structure (SMILES) = [NH3+]/C=C/CCC=O
Spin multiplicity = 1
Molecular weight = 100.1 g/mol
Frontier orbital gap = 0.2828 hartree

```
17
C5H10NO, DFT ωB97M-V/def2-TZVPD
N -1.65 1.34 0.14
C -0.47 1.35 -0.81
C 0.71 0.97 -0.21
C 1.54 -0.29 -0.42
C 1.03 -1.51 0.38
C -0.46 -1.82 0.18
O -1.39 -1.29 0.74
H -1.31 2.11 0.74
H -2.62 1.61 -0.04
H -1.87 0.55 0.77
H -0.60 2.27 -1.39
H 0.83 1.36 0.82
H 1.59 -0.68 -1.47
H 2.56 0.03 -0.11
H 1.57 -2.40 0.03
H 1.22 -1.38 1.46
H -0.66 -2.21 -0.83
```

---

Entry 5:
Computed, not measured: 2 unconnected molecules or ions with the total composition C5H10NO at a distorted geometry, with ωB97M-V/def2-TZVPD.

## Properties
Charge = +1
Energy above the lowest of the compared OMol25 structures with the same formula, charge and spin = 5.499 eV
Spin multiplicity = 1
Molecular weight = 100.1 g/mol
Frontier orbital gap (alpha / beta) = 0.2415 / 0.3177 hartree

```
17
C5H10NO, DFT ωB97M-V/def2-TZVPD
C 2.20 0.73 0.57
C 2.54 -0.48 -0.16
C -0.39 -1.48 0.11
C -1.35 -0.75 0.81
C -1.61 1.31 -0.53
N -1.95 0.42 0.49
O 1.06 1.21 0.57
H 3.11 1.29 0.92
H 3.57 -0.82 -0.29
H 1.93 -0.91 -0.99
H 0.05 -1.22 -0.75
H -0.09 -2.43 0.40
H -2.32 1.80 -1.18
H -0.88 2.13 -0.21
H -1.04 0.82 -1.23
H -2.52 0.97 1.07
H -1.91 -1.04 1.71
```

---

Entry 6:
Computed, not measured: a gas-phase ion, C5H10NO (charge +1) at a distorted geometry, with ωB97M-V/def2-TZVPD.

## Properties
Charge = +1
Energy above the lowest of the compared OMol25 structures with the same formula, charge and spin = 6.325 eV
Spin multiplicity = 1
Molecular weight = 100.1 g/mol
Frontier orbital gap = 0.2000 hartree

```
17
C5H10NO, DFT ωB97M-V/def2-TZVPD
C -0.55 0.94 -0.16
C 0.31 -0.02 0.69
C -1.94 0.46 0.02
C -2.62 -0.51 -0.70
C 2.42 -0.16 -0.11
N 1.16 -0.83 -0.10
O -2.12 -0.92 0.44
H -0.39 2.00 0.28
H -0.44 1.01 -1.33
H 0.91 0.46 1.43
H -0.36 -0.85 1.04
H -2.59 1.12 0.70
H -3.22 -0.91 -1.60
H 3.01 -0.18 0.77
H 3.05 -0.60 -0.94
H 2.23 0.86 -0.43
H 1.14 -1.88 0.00
```

---

Entry 7:
Computed, not measured: a gas-phase ion, C5H10NO (charge +1) at a distorted geometry, with ωB97M-V/def2-TZVPD.

## Properties
Charge = +1
Energy above the lowest of the compared OMol25 structures with the same formula, charge and spin = 3.152 eV
Structure (SMILES) = C=CC[C@H]([NH3+])C=O
Spin multiplicity = 1
Molecular weight = 100.1 g/mol
Frontier orbital gap = 0.3449 hartree

```
17
C5H10NO, DFT ωB97M-V/def2-TZVPD
C -1.63 1.88 -1.73
C -0.60 1.11 -1.28
C -0.49 0.51 0.12
C 0.40 -0.72 0.24
N 0.19 -1.56 1.53
C 1.97 -0.41 0.21
O 2.52 -0.70 1.28
H -2.44 2.06 -1.03
H -1.46 2.14 -2.75
H 0.13 0.93 -2.07
H -0.25 1.35 0.74
H -1.67 0.32 0.31
H 0.19 -1.40 -0.62
H 1.10 -1.77 1.96
H -0.15 -2.66 1.44
H -0.25 -1.07 2.33
H 2.43 -0.01 -0.68
```

---

Entry 8:
Computed, not measured: a gas-phase ion, C5H10NO (charge +1) at a distorted geometry, with ωB97M-V/def2-TZVPD.

## Properties
Charge = +1
Energy above the lowest of the compared OMol25 structures with the same formula, charge and spin = 1.966 eV
Structure (SMILES) = [NH3+]/C=C/CCC=O
Spin multiplicity = 1
Molecular weight = 100.1 g/mol
Frontier orbital gap = 0.3440 hartree

```
17
C5H10NO, DFT ωB97M-V/def2-TZVPD
N -1.16 -0.01 -2.70
C -0.38 -0.62 -1.56
C -0.01 0.16 -0.55
C 0.96 -0.26 0.48
C 0.25 -0.36 1.88
C 0.42 0.96 2.64
O 0.51 2.00 2.05
H -0.89 -0.58 -3.49
H -0.84 0.94 -2.91
H -2.18 -0.07 -2.59
H 0.06 -1.59 -1.72
H -0.35 1.16 -0.31
H 1.77 0.47 0.54
H 1.49 -1.20 0.31
H 0.77 -1.15 2.42
H -0.79 -0.67 1.77
H 0.38 0.81 3.74
```

---

Entry 9:
Computed, not measured: a gas-phase ion, C5H10NO2 (charge -1) at a distorted geometry, with ωB97M-V/def2-TZVPD.

## Properties
Charge = -1
Energy above the lowest of the compared OMol25 structures with the same formula, charge and spin = 4.558 eV
Structure (SMILES) = O=CCCCNC[O-]
Spin multiplicity = 1
Molecular weight = 116.1 g/mol
Frontier orbital gap = 0.2345 hartree

```
18
C5H10NO2, DFT ωB97M-V/def2-TZVPD
O -2.87 2.36 0.91
C -1.97 1.54 1.07
C -0.63 1.40 0.44
C -0.92 0.45 -0.72
C 0.08 -0.66 -0.98
N 0.67 -1.10 0.33
C 2.17 -1.33 0.08
O 2.39 -1.81 -1.12
H -2.04 0.88 1.89
H -0.07 2.48 0.29
H 0.20 0.97 1.05
H -1.06 1.01 -1.76
H -1.83 -0.11 -0.54
H 1.09 -0.58 -1.48
H -0.43 -1.56 -1.43
H 0.05 -1.67 0.80
H 2.55 -0.27 0.30
H 2.61 -1.99 0.86
```

---

Entry 10:
Computed, not measured: 2 unconnected molecules or ions with the total composition C5H10NO2 at a distorted geometry, with ωB97M-V/def2-TZVPD.

## Properties
Charge = -1
Energy above the lowest of the compared OMol25 structures with the same formula, charge and spin = 8.525 eV
Spin multiplicity = 1
Molecular weight = 116.1 g/mol
Frontier orbital gap = 0.1172 hartree

```
18
C5H10NO2, DFT ωB97M-V/def2-TZVPD
O 1.00 0.56 -2.21
C 1.68 0.37 -1.13
C 1.03 1.05 0.23
C -0.53 -0.96 0.70
C -0.40 0.48 0.26
C -1.39 1.17 -0.27
O -2.37 -2.76 0.21
N 1.73 0.67 1.35
H 1.79 -0.73 -0.92
H 2.73 0.75 -1.25
H -0.30 -1.80 0.07
H -1.56 -1.18 0.93
H -1.16 2.05 -0.85
H 0.07 -0.99 1.63
H -2.44 0.90 -0.27
H -2.96 -3.21 -0.42
H 2.14 1.50 1.78
H 0.94 2.14 0.15
```

---

Entry 11:
Computed, not measured: 2 unconnected molecules or ions with the total composition C5H10NO2 at a distorted geometry, with ωB97M-V/def2-TZVPD.

## Properties
Charge = -1
Energy above the lowest of the compared OMol25 structures with the same formula, charge and spin = 0.881 eV
Spin multiplicity = 1
Molecular weight = 116.1 g/mol
Frontier orbital gap = 0.2972 hartree

```
18
C5H10NO2, DFT ωB97M-V/def2-TZVPD
N 2.89 0.87 1.87
C 1.94 0.33 1.03
O 0.74 0.42 1.50
O 2.31 -0.28 -0.03
H 2.56 1.16 2.79
H 3.84 0.46 1.87
C -1.77 -0.42 -0.35
C -0.77 -0.09 -1.15
C -0.83 0.56 -2.52
C -1.61 -1.11 0.99
H -2.74 -0.11 -0.65
H 0.27 -0.26 -0.80
H -0.21 1.48 -2.41
H -0.17 0.00 -3.21
H -1.80 0.84 -2.94
H -0.55 -1.37 1.14
H -2.22 -2.04 1.09
H -1.87 -0.41 1.80
```

---

Entry 12:
Computed, not measured: a gas-phase ion, C5H10NO2 (charge -1) at a distorted geometry, with ωB97M-V/def2-TZVPD.

## Properties
Charge = -1
Energy above the lowest of the compared OMol25 structures with the same formula, charge and spin = 4.149 eV
Structure (SMILES) = C[C@H](CC=O)NC[O-]
Spin multiplicity = 1
Molecular weight = 116.1 g/mol
Frontier orbital gap = 0.2346 hartree

```
18
C5H10NO2, DFT ωB97M-V/def2-TZVPD
C -1.66 0.34 -0.09
C -0.16 0.44 -0.47
C 0.45 -1.05 -0.57
C -0.56 -1.91 -1.25
O -0.34 -2.75 -2.10
N 0.66 1.31 0.36
C 1.36 1.03 1.83
O 2.58 1.40 1.72
H -1.80 -0.51 0.46
H -2.04 1.34 0.33
H -2.33 0.25 -0.94
H -0.10 0.94 -1.63
H 0.75 -1.35 0.37
H 1.32 -1.00 -1.27
H -1.56 -1.75 -0.99
H 1.40 1.78 -0.15
H 1.33 -0.11 1.91
H 0.67 1.60 2.47
```

---

Entry 13:
Computed, not measured: 2 unconnected molecules or ions with the total composition C5H10NO2, with ωB97M-V/def2-TZVPD.

## Properties
Charge = -1
Energy above the lowest of the compared OMol25 structures with the same formula, charge and spin = 0.470 eV
Spin multiplicity = 1
Molecular weight = 116.1 g/mol
Frontier orbital gap = 0.2949 hartree

```
18
C5H10NO2, DFT ωB97M-V/def2-TZVPD
N 2.08 -2.00 0.47
C 0.85 -1.71 1.18
O -0.06 -2.55 1.07
O 0.87 -0.62 1.79
H 2.87 -1.58 0.93
H 2.21 -2.98 0.27
C -1.65 0.44 0.46
C -0.71 0.81 -0.65
C -0.12 -0.10 -1.42
C -0.33 2.26 -0.71
H -1.24 0.75 1.41
H -1.83 -0.63 0.49
H -2.60 0.97 0.30
H 0.52 0.20 -2.24
H -0.19 -1.15 -1.21
H 0.41 2.46 -1.49
H 0.12 2.51 0.25
H -1.19 2.91 -0.91
```

---

Entry 14:
Computed, not measured: a gas-phase ion, C5H10NO2 (charge +1) at a distorted geometry, with ωB97M-V/def2-TZVPD.

## Properties
Charge = +1
Energy above the lowest of the compared OMol25 structures with the same formula, charge and spin = 2.032 eV
Structure (SMILES) = [NH3+]/C=C/CCC(=O)O
Spin multiplicity = 1
Molecular weight = 116.1 g/mol
Frontier orbital gap = 0.3605 hartree

```
18
C5H10NO2, DFT ωB97M-V/def2-TZVPD
N -1.28 1.10 -2.76
C -0.83 0.48 -1.47
C -1.01 -0.76 -1.09
C -0.64 -1.34 0.21
C -0.39 -0.47 1.43
C 0.98 0.21 1.30
O 1.26 1.38 1.34
O 2.02 -0.72 1.56
H -0.81 2.03 -2.90
H -2.25 1.11 -2.70
H -0.98 0.45 -3.51
H -0.55 1.17 -0.69
H -1.48 -1.55 -1.70
H 0.31 -1.79 0.01
H -1.60 -1.96 0.41
H -0.27 -1.11 2.26
H -1.28 0.23 1.39
H 2.91 -0.31 1.33
```